[1]
This record from the Open Molecules 2025 dataset describes a structure of composition C40H42Cl2F5N4PS7SeTi in a non-equilibrium geometry. The level of theory is ωB97M-V/def2-TZVPD.

Spin multiplicity: 2
Molar mass in g mol⁻¹: 1126.970
Charge: -1
Orbital gap (spin up / spin down) in eV: 5.6 / 5.5
Energy relative to the best compared isomer or geometry (same formula, charge and spin) in eV: 0.5856
<S²>: 0.757

Each line ends with the Löwdin charge.
Atoms and positions in Å:
Ti1 0.497 0.214 -0.452  0.33
C1 -0.366 2.255 -6.077  -0.09
C2 0.848 2.336 -5.167  -0.29
N1 0.551 2.915 -3.881  -0.01
C3 0.165 2.240 -2.777  -0.79
S1 -0.063 0.523 -2.876  0.66
N2 -0.054 2.971 -1.707  -0.02
N3 -0.305 2.188 -0.616  -0.12
C4 -0.931 2.697 0.388  -0.29
C5 -1.340 4.125 0.518  -0.01
C6 -1.239 1.728 1.469  -0.28
C7 -2.043 2.070 2.559  -0.02
C8 -2.259 1.129 3.543  -0.03
C9 -1.695 -0.137 3.409  -0.04
C10 -0.977 -0.419 2.264  -0.20
N4 -0.770 0.479 1.304  -0.04
H1 -0.102 1.791 -7.026  0.07
H2 -0.774 3.245 -6.283  0.07
H3 -1.144 1.655 -5.610  0.06
H4 1.638 2.940 -5.621  0.12
H5 1.263 1.340 -5.000  0.09
H6 0.680 3.905 -3.739  0.14
H7 -1.292 4.617 -0.450  0.07
H8 -0.640 4.605 1.206  0.08
H9 -2.343 4.218 0.925  0.08
H10 -2.425 3.068 2.656  0.10
H11 -2.837 1.389 4.418  0.12
H12 -1.815 -0.901 4.163  0.11
H13 -0.547 -1.398 2.093  0.08
Cl1 2.061 -0.557 1.656  0.74
C11 3.201 -1.708 1.012  -0.62
C12 4.231 -2.069 1.864  -0.13
C13 5.170 -2.991 1.430  -0.09
C14 5.054 -3.531 0.158  -0.13
C15 4.013 -3.141 -0.661  -0.68
Cl2 3.929 -3.870 -2.241  0.64
C16 3.041 -2.205 -0.285  -0.69
S2 1.770 -1.737 -1.377  0.55
H14 4.290 -1.614 2.841  0.10
H15 5.987 -3.281 2.075  0.10
H16 5.768 -4.253 -0.209  0.10
C17 6.071 0.770 0.078  -0.39
S3 5.102 1.348 1.495  0.80
C18 4.234 2.703 0.779  -1.04
C19 3.261 2.663 -0.158  -1.07
S4 2.772 1.229 -1.052  0.54
S5 2.583 4.221 -0.563  0.88
C20 3.526 5.191 0.505  -1.51
S6 3.362 6.838 0.621  0.45
S7 4.642 4.265 1.423  0.88
H17 6.666 -0.068 0.439  0.03
H18 6.741 1.544 -0.291  0.04
H19 5.417 0.425 -0.719  0.00
C21 -0.567 -3.973 0.410  -0.10
C22 -1.985 -3.592 -0.047  -0.67
C23 -2.828 -3.506 1.230  -0.10
C24 -2.573 -4.728 -0.896  -0.09
P1 -1.889 -1.932 -0.958  1.14
C25 -1.642 -2.473 -2.706  -0.37
C26 -2.338 -1.963 -3.802  -0.13
C27 -2.014 -2.319 -5.101  -0.08
C28 -0.967 -3.190 -5.349  -0.09
C29 -0.254 -3.699 -4.279  -0.07
C30 -0.586 -3.345 -2.984  -0.15
C31 -3.593 -1.111 -0.938  -0.66
C32 -4.735 -1.942 -1.532  -0.09
C33 -3.430 0.243 -1.660  -0.11
C34 -4.022 -0.702 0.483  -0.10
H20 -0.577 -5.016 0.731  0.09
H21 -0.254 -3.370 1.264  0.07
H22 0.202 -3.847 -0.345  0.03
H23 -2.589 -4.377 1.845  0.09
H24 -3.895 -3.542 1.019  0.07
H25 -2.622 -2.618 1.823  0.06
H26 -2.776 -5.583 -0.245  0.08
H27 -1.890 -5.060 -1.674  0.07
H28 -3.508 -4.442 -1.373  0.07
H29 -3.147 -1.267 -3.670  0.07
H30 -2.580 -1.898 -5.919  0.10
H31 -0.701 -3.456 -6.363  0.10
H32 0.585 -4.362 -4.443  0.11
H33 0.019 -3.741 -2.188  0.05
H34 -4.493 -2.413 -2.480  0.06
H35 -5.606 -1.302 -1.686  0.09
H36 -5.033 -2.728 -0.840  0.07
H37 -3.011 0.206 -2.660  0.03
H38 -2.769 0.898 -1.087  0.06
H39 -4.413 0.717 -1.706  0.09
H40 -4.766 0.090 0.390  0.09
H41 -3.200 -0.297 1.066  0.05
H42 -4.481 -1.510 1.043  0.06
F1 0.689 3.576 8.848  0.10
C35 0.850 3.429 7.525  -0.15
C36 2.028 2.906 7.007  -0.15
F2 3.012 2.544 7.842  0.10
C37 2.179 2.756 5.639  -0.27
F3 3.340 2.238 5.221  0.06
C38 1.194 3.100 4.717  -0.53
Se1 1.453 2.848 2.851  0.72
C39 0.038 3.634 5.280  -0.26
F4 -0.979 4.043 4.495  0.05
C40 -0.153 3.798 6.641  -0.16
F5 -1.300 4.314 7.110  0.09

[2]
This record from the Open Molecules 2025 dataset describes a structure of composition C40H42Cl8N2O3P2Si2V in a non-equilibrium geometry. The level of theory is ωB97M-V/def2-TZVPD.

Spin multiplicity: 2
Molar mass in g mol⁻¹: 1051.475
Charge: -2
Orbital gap (spin up / spin down) in eV: 5.1 / 4.5
Energy relative to the best compared isomer or geometry (same formula, charge and spin) in eV: 2.8171
<S²>: 0.757

Each line ends with the Löwdin charge.
Atoms and positions in Å:
V1 -0.483 0.468 -0.342  0.28
C1 2.087 -4.233 0.024  -0.19
Si1 1.807 -3.405 1.712  0.29
C2 0.317 -4.273 2.541  -0.20
C3 3.290 -3.926 2.802  -0.20
N1 1.463 -1.786 1.433  -0.29
P1 1.863 -0.302 1.786  0.64
C4 0.970 1.008 1.112  -0.49
P2 -0.384 1.665 1.947  0.66
N2 -1.746 1.104 1.307  -0.34
Si2 -3.419 1.295 1.560  0.35
C5 -4.334 -0.312 1.117  -0.19
C6 -4.184 2.698 0.521  -0.18
C7 -3.924 1.636 3.378  -0.19
C8 -0.305 3.482 1.668  -0.27
C9 0.767 4.071 1.014  -0.09
C10 0.777 5.438 0.773  -0.13
C11 -0.295 6.225 1.167  -0.11
C12 -1.371 5.645 1.825  -0.10
C13 -1.369 4.284 2.079  -0.10
C14 -0.444 1.612 3.771  -0.28
C15 -1.066 0.526 4.383  -0.12
C16 -1.118 0.433 5.762  -0.10
C17 -0.528 1.414 6.546  -0.11
C18 0.140 2.470 5.944  -0.09
C19 0.185 2.569 4.562  -0.07
C20 2.264 -0.155 3.572  -0.28
C21 1.700 -1.054 4.470  -0.11
C22 2.010 -0.992 5.820  -0.10
C23 2.883 -0.021 6.288  -0.11
C24 3.437 0.891 5.400  -0.10
C25 3.129 0.826 4.052  -0.08
C26 3.567 -0.039 1.112  -0.27
C27 4.618 -0.829 1.576  -0.09
C28 5.876 -0.747 1.002  -0.10
C29 6.093 0.118 -0.063  -0.12
C30 5.057 0.913 -0.530  -0.09
C31 3.803 0.841 0.065  -0.10
H1 2.509 -5.237 0.121  0.01
H2 2.770 -3.634 -0.580  0.02
H3 1.150 -4.312 -0.531  -0.01
H4 0.343 -5.352 2.365  0.01
H5 -0.623 -3.889 2.145  -0.01
H6 0.306 -4.115 3.622  0.01
H7 3.214 -4.977 3.090  0.01
H8 3.339 -3.330 3.716  0.01
H9 4.234 -3.796 2.269  0.01
H10 -4.310 -0.473 0.038  0.01
H11 -5.382 -0.258 1.425  0.02
H12 -3.884 -1.182 1.598  0.00
H13 -4.612 2.293 -0.397  0.01
H14 -3.421 3.422 0.235  0.01
H15 -4.974 3.229 1.056  0.01
H16 -3.906 0.718 3.968  0.01
H17 -4.936 2.044 3.423  0.02
H18 -3.254 2.343 3.871  0.01
H19 1.588 3.439 0.696  0.09
H20 1.616 5.892 0.262  0.09
H21 -0.301 7.286 0.947  0.09
H22 -2.211 6.256 2.137  0.09
H23 -2.202 3.818 2.594  0.08
H24 -1.514 -0.233 3.751  0.11
H25 -1.611 -0.409 6.234  0.10
H26 -0.580 1.353 7.627  0.09
H27 0.625 3.223 6.555  0.10
H28 0.700 3.394 4.086  0.11
H29 1.029 -1.812 4.084  0.09
H30 1.572 -1.702 6.513  0.10
H31 3.129 0.029 7.342  0.09
H32 4.120 1.649 5.766  0.09
H33 3.571 1.527 3.353  0.11
H34 4.426 -1.513 2.395  0.08
H35 6.688 -1.360 1.377  0.09
H36 7.071 0.170 -0.529  0.09
H37 5.218 1.587 -1.364  0.10
H38 2.992 1.471 -0.275  0.07
Cl1 -1.274 -1.663 0.430  0.69
C32 -1.958 -2.754 -0.796  -0.89
Cl2 -0.947 -2.812 -2.243  0.54
H39 -2.930 -2.374 -1.094  0.02
H40 -1.994 -3.758 -0.382  0.03
Cl3 4.409 2.490 -5.048  0.60
C33 3.084 2.392 -3.921  -0.70
C34 2.767 1.175 -3.340  -0.15
C35 1.724 1.129 -2.443  -0.55
Cl4 1.219 -0.356 -1.722  0.82
C36 0.940 2.255 -2.056  -0.50
O1 -0.021 2.166 -1.219  -0.23
C37 1.315 3.458 -2.719  -0.57
Cl5 0.374 4.881 -2.413  0.71
C38 2.352 3.531 -3.628  -0.16
H41 3.316 0.276 -3.582  0.11
H42 2.575 4.469 -4.115  0.09
Cl6 -2.859 2.787 -2.890  0.62
C39 -2.867 1.224 -3.713  -1.49
Cl7 -3.997 1.287 -5.065  0.56
Cl8 -1.243 0.876 -4.351  0.62
C40 -3.242 0.079 -2.646  -0.82
O2 -4.296 -0.505 -2.858  -0.03
O3 -2.401 -0.099 -1.731  -0.18